[1]
Molecular formula: C5H29NO12
Method: DFT, the ωB97M-V functional and the def2-TZVPD basis

```
! wB97M-V def2-TZVPD RIJCOSX def2/J DEFGRID3
* xyz 0 1
C 0.42973 4.09398 -0.32912
N 0.62199 2.76153 -0.91411
C -0.32072 1.78925 -0.95923
O -0.18080 0.81592 -1.71184
C -1.40005 1.82014 0.08662
C -2.46059 0.73041 -0.00918
C -3.56216 0.97110 0.98766
O -3.33837 0.88961 2.17534
H -0.15664 4.01578 0.57907
H 1.37955 4.38045 0.14148
H -0.09392 4.74065 -1.03340
H 1.40210 2.71875 -1.53963
H -0.85289 1.79112 1.02603
H -1.89917 2.78669 0.26467
H -2.80489 0.58017 -1.03613
H -1.99696 -0.23819 0.18774
H -4.54370 1.32478 0.64804
O 0.99561 1.43904 2.59257
H 1.38316 1.56362 1.71646
H 1.00309 0.44442 2.54375
O -0.08152 -1.85455 -2.14339
H -0.48880 -1.25840 -1.51131
H -0.20696 -1.51702 -3.02575
O 3.36708 1.10597 -2.54726
H 2.98555 0.65973 -1.78246
H 3.88382 0.39612 -2.94935
O 1.94021 -3.36032 -0.30699
H 1.72886 -2.58642 -0.85791
H 2.01429 -4.08858 -0.93834
O 1.54646 -1.59516 3.24254
H 0.60417 -1.48040 3.52548
H 2.11108 -1.26474 3.94388
O 2.24193 -0.45716 0.73309
H 3.17386 -0.56381 0.97558
H 1.71406 -1.21410 0.99465
O -0.86574 -0.89857 2.60881
H -1.04167 0.06741 2.59204
H -1.17315 -1.15856 1.73840
O -1.15353 -4.10896 -0.97199
H -0.63790 -3.41145 -1.43836
H -1.41212 -4.62341 -1.74696
O -1.67718 -3.51589 1.63800
H -1.91489 -3.75977 0.74223
H -0.72296 -3.59448 1.66596
O 1.16460 2.25175 -3.89336
H 2.09608 2.05389 -3.67467
H 0.61248 1.53708 -3.50770
*
```

E = -31716.1739 eV
HOMO level = -10.29 eV
frontier orbital gap = 10.38 eV
SMILES = CNC(=O)CCC=O.O.O.O.O.O.O.O.O.O.O
energy relative to the best compared isomer or geometry (same formula, charge and spin) = 2.207 eV


[2]
Molecular formula: C3H6N2
Method: DFT, the ωB97M-V functional and the def2-TZVPD basis

```
! wB97M-V def2-TZVPD RIJCOSX def2/J DEFGRID3
* xyz 0 1
C 0.85203 -0.90221 0.40858
C 0.38094 -0.35949 1.35867
C 1.51230 -1.36471 -0.79260
N -1.90192 1.80087 0.05933
N -1.86165 0.83471 -0.66992
H 1.53215 -0.51018 -1.51619
H 2.59277 -1.76574 -0.72629
H 1.03519 -2.33102 -1.19463
H -2.59069 1.90906 0.91137
H -1.25669 2.56283 0.12063
H -0.29444 0.12589 2.04105
*
```

E = -6183.3895 eV
HOMO level = -8.21 eV
frontier orbital gap = 9.04 eV
energy relative to the best compared isomer or geometry (same formula, charge and spin) = 5.155 eV


[3]
Molecular formula: C41H119N9O14
Method: DFT, the ωB97M-V functional and the def2-TZVPD basis

```
! wB97M-V def2-TZVPD RIJCOSX def2/J DEFGRID3
* xyz 0 1
C 6.71938 -0.24667 1.54578
C 5.20764 -0.31305 1.79009
C 4.57291 1.09165 1.72940
O 5.05644 1.90423 2.82222
C 4.46852 3.12754 2.90022
N 4.58021 -1.25315 0.92379
H 7.22422 -1.16530 1.68441
H 7.35087 0.47334 2.10312
H 6.94437 -0.02290 0.47737
H 5.00958 -0.53283 2.87782
H 3.50583 1.02201 1.82076
H 4.84955 1.54869 0.78691
H 4.58046 3.72821 1.99693
H 5.01693 3.66936 3.68992
H 3.41226 3.06903 3.15881
H 3.81149 -1.79572 1.35290
H 5.27864 -1.88380 0.63698
C -4.95908 3.43318 -1.17698
C -3.95377 3.68587 -2.26358
C -2.49501 3.65791 -1.62923
O -2.21815 4.70376 -0.73743
C -2.21090 6.00773 -1.27973
N -3.99154 2.62455 -3.27860
H -4.95504 2.40753 -0.91058
H -5.97655 3.75233 -1.56813
H -4.67319 4.04717 -0.29476
H -4.16369 4.63362 -2.66669
H -1.67113 3.60892 -2.32515
H -2.55084 2.69194 -1.06575
H -3.15035 6.33154 -1.67669
H -1.50180 6.07186 -2.14916
H -1.88466 6.66995 -0.44161
H -4.88495 2.61614 -3.68937
H -3.30355 2.67856 -4.01118
C -1.47394 -4.85301 2.52334
C -0.73012 -3.76071 3.34095
C -0.85967 -3.94596 4.82693
O 0.00327 -2.95717 5.34321
C 0.02865 -2.89840 6.74617
N 0.70679 -3.83368 2.80103
H -1.11636 -5.02195 1.44338
H -2.51784 -4.63312 2.49682
H -1.35505 -5.84309 3.05129
H -0.99182 -2.76561 3.13259
H -0.63936 -4.98028 5.14267
H -1.93211 -3.88205 5.07709
H -1.00451 -2.84292 7.06938
H 0.53780 -1.96796 7.01566
H 0.68888 -3.77508 7.15776
H 1.11876 -4.67817 3.15442
H 1.23493 -3.11218 3.18849
C 1.64262 2.05046 5.47889
C 1.57275 0.77761 4.65423
C 2.74819 -0.17046 4.83127
O 2.57037 -1.43378 4.32323
C 3.69320 -2.26465 4.44245
N 0.26947 0.09289 4.88040
H 2.47563 2.62593 5.12404
H 1.71695 1.90011 6.58538
H 0.69748 2.63316 5.21345
H 1.57882 1.19040 3.63247
H 2.79119 -0.35077 5.88787
H 3.73006 0.31467 4.47046
H 3.41473 -3.27457 4.02511
H 3.98636 -2.36013 5.47131
H 4.56479 -1.77950 3.96887
H -0.04271 0.24885 5.89209
H 0.35590 -0.92771 4.87359
C -4.12578 -0.08195 6.38890
C -2.86644 -0.51641 7.09593
C -2.08672 0.75830 7.47898
O -0.77032 0.33598 7.95733
C -0.23694 1.49494 8.57957
N -3.12760 -1.12638 8.42434
H -4.64289 0.47804 7.15075
H -4.68537 -0.93175 5.95904
H -3.86276 0.59894 5.58827
H -2.24123 -1.10531 6.48777
H -2.57926 1.29915 8.28814
H -1.94469 1.36638 6.62799
H -0.18992 2.36810 7.90593
H 0.79625 1.22870 8.89019
H -0.80101 1.72747 9.48031
H -2.31989 -1.03501 8.98667
H -3.38048 -2.10516 8.39440
C 5.88450 1.10728 -3.92253
C 4.35123 1.43055 -3.83957
C 3.58008 0.29241 -3.17572
O 3.86125 -1.02327 -3.67865
C 2.93617 -1.40705 -4.68686
N 4.00768 2.63618 -3.15412
H 6.34559 2.08207 -4.20884
H 6.06013 0.29739 -4.61212
H 6.28401 0.78675 -2.97218
H 4.09061 1.52411 -4.92654
H 2.49398 0.53970 -3.33407
H 3.67681 0.25708 -2.08338
H 1.90591 -1.38182 -4.26513
H 3.00899 -2.41289 -5.08903
H 3.00949 -0.70121 -5.53454
H 4.78618 3.27374 -2.82804
H 3.49867 2.36834 -2.30442
C -4.56665 -0.39714 -6.15006
C -3.81510 0.10722 -7.32609
C -2.34549 -0.30611 -7.26760
O -2.29040 -1.73191 -7.37517
C -0.98092 -2.22485 -7.08305
N -4.46094 -0.33563 -8.63481
H -5.42906 0.26456 -6.00988
H -4.08992 -0.36336 -5.20608
H -4.87275 -1.38762 -6.26380
H -3.88387 1.18863 -7.29257
H -1.96864 0.12086 -6.31744
H -1.66372 0.15131 -8.00389
H -0.99174 -3.28258 -7.21413
H -0.70748 -2.00955 -6.06352
H -0.18647 -1.92011 -7.82047
H -4.36982 -1.30625 -8.63915
H -3.78225 0.08584 -9.33672
C -2.00549 -6.67811 -1.01170
C -2.22846 -5.29350 -1.55270
C -0.99771 -4.82051 -2.24079
O 0.01210 -4.70673 -1.25377
C 1.14970 -4.23063 -1.89146
N -3.46658 -5.22859 -2.35464
H -0.93089 -6.91026 -0.78616
H -2.34271 -7.45966 -1.69010
H -2.65188 -6.87677 -0.08475
H -2.36727 -4.65863 -0.62256
H -1.12683 -3.82585 -2.71663
H -0.66286 -5.48181 -3.11178
H 1.90548 -3.77352 -1.25265
H 0.97477 -3.52028 -2.64314
H 1.62698 -5.05172 -2.46114
H -3.50884 -4.42539 -2.93990
H -4.22296 -5.32514 -1.69736
C -0.15048 -1.84620 0.14681
C 0.79927 -0.89348 -0.49875
C 0.13658 0.14094 -1.42977
O -0.63723 -0.47600 -2.40963
C -1.16863 0.34417 -3.48525
N 1.57982 -0.05647 0.49784
H -0.69982 -2.32631 -0.65836
H -0.83444 -1.29657 0.72400
H 0.36679 -2.52585 0.86199
H 1.44643 -1.35820 -1.15273
H 0.95754 0.71908 -1.84016
H -0.42781 0.86298 -0.87407
H -1.92532 -0.36343 -3.94742
H -0.33582 0.46779 -4.18153
H -1.53529 1.29871 -3.07738
H 2.57388 -0.23744 0.53871
H 1.17815 -0.08438 1.44152
C 1.41264 3.69364 -0.43369
O 2.34252 2.75546 0.12369
H 0.98409 4.31498 0.32256
H 1.84568 4.35660 -1.18129
H 0.58231 3.18555 -0.94502
H 1.93671 1.89969 0.22698
C -3.84333 -0.25996 -0.98835
O -4.16483 -0.12126 -2.32332
H -4.56817 0.20722 -0.32649
H -3.86825 -1.33105 -0.71976
H -2.89168 0.11173 -0.58622
H -3.92998 0.77694 -2.63145
C -1.05383 3.06614 -6.30113
O -0.83523 3.21399 -4.88317
H -0.33314 2.38334 -6.76655
H -2.05425 2.56150 -6.37852
H -1.10781 4.08493 -6.81143
H 0.16805 3.28409 -4.70504
C 1.82897 5.20336 -4.16587
O 1.74191 3.82277 -4.38867
H 1.16360 5.77107 -4.84715
H 1.57173 5.44885 -3.10782
H 2.85924 5.67420 -4.30384
H 2.46563 3.29868 -3.94998
C -2.03311 2.20985 2.80692
O -2.14661 1.24380 3.82909
H -2.82829 2.04710 2.01909
H -2.21795 3.16046 3.30181
H -1.07439 2.31596 2.29222
H -1.25258 0.87713 4.01432
*
```

E = -86514.0225 eV
HOMO level = -8.89 eV
frontier orbital gap = 9.47 eV
energy relative to the best compared isomer or geometry (same formula, charge and spin) = 3.753 eV


[4]
Molecular formula: H41O21
Method: DFT, the ωB97M-V functional and the def2-TZVPD basis

```
! wB97M-V def2-TZVPD RIJCOSX def2/J DEFGRID3
* xyz -1 1
O -0.71330 -4.44443 -1.58785
H -0.06586 -3.83682 -1.36130
H -1.27222 -4.70060 -0.96599
O 1.25059 0.15421 -4.26740
H -4.18539 -3.08894 -1.68479
H 1.52677 -0.62261 -4.53874
O -0.65988 -2.08689 -0.01310
H 0.53721 0.21726 1.90470
H -0.87220 -2.87164 0.42089
O 0.55991 0.94723 2.72856
H -2.95110 3.97527 -0.01876
H 1.49893 1.08539 -1.38809
O 2.25054 -3.11356 -2.79528
H 2.01633 -2.33768 -3.21978
H 2.47651 -3.02756 -1.88275
O 5.05994 1.12030 -0.65357
H 2.37145 -3.43591 0.30624
H 4.09091 1.29439 -0.70522
O 2.65770 -3.40282 1.23079
H 0.07153 -1.69541 0.49194
H 0.66740 0.03326 -3.42424
O 0.93225 -1.40995 1.90076
H 1.07233 0.38890 3.33119
H 5.00904 0.17693 -0.20970
O -5.32619 1.02123 0.00846
H 0.73722 -1.58018 2.72491
H -5.34525 0.11032 -0.18420
O 2.07716 0.57029 -1.97467
H 1.89722 -3.02854 1.67259
H 2.94950 0.90293 -2.03687
O -2.16086 -0.20540 3.87629
H 2.02967 4.24458 -0.33751
H -2.90886 0.36532 3.92783
O 0.15566 3.97519 3.03322
H -0.79858 3.81235 3.36795
H 0.60460 3.89940 3.85054
O -2.87613 3.22246 0.49210
H -3.61918 3.19438 1.06702
H -4.75981 1.53878 -0.37534
O -1.76075 2.21609 3.99640
H -1.14081 1.65920 3.45486
H -2.47240 2.11803 3.26758
O -1.71550 0.10644 -4.03401
H -2.11929 0.09739 -3.14505
H -0.80283 0.58951 -3.99007
O 1.78313 3.33500 -0.62228
H 1.43496 2.73207 0.04143
O -3.92017 1.68248 -2.56704
H -4.09053 0.76312 -2.32949
H -4.34989 2.12813 -1.82958
O 2.70544 -0.99564 0.48206
H 2.20928 -0.58842 -0.16402
H 2.09729 -1.05228 1.14761
O 4.49345 -0.06805 2.17844
H 4.00644 -0.71168 1.56201
H 3.81641 0.45345 2.46459
O -0.30047 0.56006 -1.04184
H -0.01504 1.26319 -0.45428
H -0.74741 -0.16489 -0.53791
O -3.86270 -3.28195 -0.85407
H -3.18471 -2.52137 -0.84315
H -2.45838 -0.99744 4.49526
*
```

E = -43660.0050 eV
HOMO level = -6.88 eV
frontier orbital gap = 8.53 eV
energy relative to the best compared isomer or geometry (same formula, charge and spin) = 8.368 eV


[5]
Molecular formula: C3H7NO2S
Method: DFT, the ωB97M-V functional and the def2-TZVPD basis

```
! wB97M-V def2-TZVPD RIJCOSX def2/J DEFGRID3
* xyz -1 2
C 0.49414 0.52176 0.62828
C -0.57159 1.59044 0.51077
S -2.19352 1.03331 1.34005
N 0.20967 -0.69600 -0.09923
C 1.06530 -1.23277 -0.99023
O 0.48808 -2.29217 -1.66397
O 2.20894 -0.89350 -1.18380
H 1.50283 0.86144 0.38884
H 0.57251 0.24399 1.69321
H -0.70065 1.69778 -0.57919
H -0.32379 2.57420 0.90529
H -2.56171 -0.30200 1.70831
H -0.72533 -1.05516 -0.06172
H 0.53514 -2.05131 -2.59662
*
```

E = -19644.0046 eV
HOMO level (alpha / beta) = 0.27 / -4.21 eV
frontier orbital gap (alpha / beta) = 2.83 / 7.28 eV
energy relative to the best compared isomer or geometry (same formula, charge and spin) = 0.013 eV


Which formula does entry 1 have? C5H29NO12


Which value of energy relative to the best compared isomer or geometry (same formula, charge and spin) does entry 3 give? 3.753 eV


Among the records above, which one has the lowest energy relative to the best compared isomer or geometry (same formula, charge and spin)? C3H7NO2S